Entry 1:
ORCA calculation (wB97M-V/def2-TZVPD) on a 2-piece molecular cluster, C10H16O overall.

Values from the calculation:
SMILES ... Cc1ccc(O)cc1.CCC
Energy above the lowest of the compared OMol25 structures with the same formula, charge and spin ... 176.64 kJ/mol
Calculated total energy ... -12675.894 eV
Molar mass ... 152.2 g mol⁻¹
Max |F| ... 2.346 eV/Å

```
! RIJCOSX wB97M-V def2-TZVPD def2/J DEFGRID3
* xyz 0 1
C 1.49044 -0.71252 2.71220
H -3.51892 -1.26345 -0.56226
H -0.60780 1.28544 1.07789
C -2.59120 -0.73604 -0.79356
H -2.93017 1.58275 -1.94232
H -3.89741 0.57527 -3.07001
C 1.49061 0.91221 0.48852
C 0.48760 0.21253 2.51844
H 1.60267 -1.17966 3.68368
C -2.29878 -0.49651 -2.30753
H -1.27871 0.02877 3.40021
C 3.71898 0.02945 -0.26196
H -1.89477 -1.47041 -0.38489
O -0.40893 0.40468 3.54683
C 2.60188 -0.71336 1.85326
H -2.29902 1.29325 -3.55255
C 2.60502 0.11240 0.74415
H 3.45797 0.61782 -1.15023
C -2.89481 0.85717 -2.75219
H -1.20791 -0.47177 -2.31337
H 3.78889 -0.92297 -0.78120
H -2.41781 0.19665 -0.27131
C 0.36820 0.86388 1.28480
H 4.61635 0.48753 0.14595
H -2.72071 -1.37470 -2.78477
H 3.30733 -1.52876 1.91978
H 1.43103 1.41036 -0.44756
*
```

***

Entry 2:
ORCA calculation (wB97M-V/def2-TZVPD) on an isolated ion of composition CH2ClN2O2 and charge -1.

Values from the calculation:
SMILES ... [O-][N+]([O-])=NCCl
Energy above the lowest of the compared OMol25 structures with the same formula, charge and spin ... 133.79 kJ/mol
Calculated total energy ... -20664.539 eV
Molar mass ... 109.5 g mol⁻¹
Max |F| ... 4.416 eV/Å

```
! RIJCOSX wB97M-V def2-TZVPD def2/J DEFGRID3
* xyz -1 1
O -2.48196 0.34039 0.70596
O -1.22376 0.77938 -1.03648
H 1.67709 0.68935 0.13079
Cl 2.01685 -1.43146 0.37010
C 0.99512 -0.15947 -0.09186
N -1.32871 0.28365 0.15189
H 0.69698 -0.23546 -1.08456
N -0.35159 -0.26638 0.85417
*
```

***

Entry 3:
ORCA calculation (wB97M-V/def2-TZVPD) on C25H34N4O6 as an isolated structure.

Values from the calculation:
Energy above the lowest of the compared OMol25 structures with the same formula, charge and spin ... 2743.49 kJ/mol
Calculated total energy ... -44697.258 eV
Molar mass ... 486.6 g mol⁻¹
Max |F| ... 17.299 eV/Å

```
! RIJCOSX wB97M-V def2-TZVPD def2/J DEFGRID3
* xyz 0 1
O -0.78613 0.27204 -1.05213
H -0.70725 1.12734 -4.43277
H -1.39878 3.86365 -3.54205
H -1.37105 3.22336 -1.66010
C 0.48834 -2.31631 0.63374
C 4.78570 1.08895 -1.40807
H -0.59448 -0.23042 4.31091
C -1.54869 0.71732 4.34514
H 3.29309 2.61520 0.89344
C -2.69616 -1.11995 2.14272
H 5.38639 4.01836 1.13057
C 4.05974 2.24716 0.16798
H 0.22058 -1.45545 0.46200
H 2.11535 0.60749 0.26969
C 0.32810 -4.14417 2.47206
C 2.64356 0.40028 -0.73326
H -0.23826 4.45565 -2.24996
C -1.76995 -3.36185 1.51346
H -0.24878 -2.06104 2.61250
C -1.67309 0.98030 2.70648
N -2.88137 -2.44418 -3.75649
H 1.50859 -2.12022 0.85295
H -2.71912 2.04363 1.36112
H 1.05215 2.82452 -3.52932
O 0.95637 2.74690 -0.56241
H 7.07019 3.20217 -0.49944
N -0.55609 1.22666 -3.23553
C 6.18859 1.37975 -1.39802
C 5.26955 2.95323 0.28418
H -3.68478 1.53550 2.81218
H -0.27168 1.72743 1.09547
C 6.26692 2.58538 -0.28178
O -1.81403 -0.18903 1.85722
H -0.02995 2.46355 2.71365
C -2.56562 -1.73073 -2.78207
C -0.26444 -3.09250 1.72699
H -2.32386 0.24476 4.57767
O -3.65880 -1.16887 3.02520
C -2.66060 -2.30810 0.89717
H -2.04622 -3.81815 2.50843
C -1.80830 -0.57213 -3.16648
C -1.07884 0.58006 -2.36439
H 2.70140 -0.51914 -1.05912
N -1.90409 -0.75825 -4.36854
H -1.19630 1.44663 4.91261
C -0.84025 3.52265 -2.56293
H -2.81783 -1.91142 -5.71058
H 0.58012 0.86180 2.37760
C -2.59941 -1.57519 -4.76627
C 1.03348 2.20591 -1.58808
H 4.79608 0.07759 -2.11285
C -0.10811 1.68753 2.22817
C 3.84459 1.21100 -0.55573
H -1.65406 -4.04050 0.95391
O 1.80679 0.94419 -1.68207
O -3.49351 -3.24063 -1.32083
H 0.46925 -3.14125 -0.13107
H -2.48876 2.75626 3.05500
H 0.35540 -5.07166 1.80359
H -3.77757 -2.55656 1.17657
C -2.92507 2.09131 2.52233
C -2.74382 -2.46213 -1.34526
C 0.23908 2.39552 -2.64737
H -1.79000 -0.92046 -0.30066
N -2.38203 -1.69418 -0.14688
H -3.48821 -3.03905 -3.58160
H -0.15123 -4.64151 3.29397
H 6.99662 1.40233 -1.93465
H 1.30055 -4.02831 2.77210
*
```

***

Entry 4:
ORCA calculation (wB97M-V/def2-TZVPD) on a 2-piece molecular cluster, C4H7ClF2N5O overall.

Values from the calculation:
Calculated total energy ... -31710.780 eV
Molar mass ... 214.6 g mol⁻¹
Max |F| ... 5.355 eV/Å

```
! RIJCOSX wB97M-V def2-TZVPD def2/J DEFGRID3
* xyz 1 1
C 0.56625 -1.32158 -0.05577
C 0.64623 1.20287 -0.20835
O -1.92897 -1.01507 -0.72424
N 0.52155 -0.11608 -0.72042
C 1.09436 -0.15253 1.78079
N 1.05698 1.04811 1.24175
N 0.95549 -1.31545 1.21586
H 1.26041 -0.19907 2.90542
H 1.34830 1.88754 1.71346
H -0.27554 -2.44056 -1.40854
N 1.38932 1.98624 -1.00934
H 0.19233 -3.37151 0.03820
H -0.01980 -0.04844 -1.67216
C -2.83132 -0.43243 -0.30624
N 0.21029 -2.49543 -0.46450
H 2.39555 1.83899 -1.07304
F -3.07661 -0.13302 0.92072
H 1.22234 2.97710 -1.16707
F -3.68063 0.19788 -1.07036
Cl -1.04655 1.90245 0.06381
*
```

***

Copy entry 1 word for word.
ORCA calculation (wB97M-V/def2-TZVPD) on a 2-piece molecular cluster, C10H16O overall.

Values from the calculation:
SMILES ... Cc1ccc(O)cc1.CCC
Energy above the lowest of the compared OMol25 structures with the same formula, charge and spin ... 176.64 kJ/mol
Calculated total energy ... -12675.894 eV
Molar mass ... 152.2 g mol⁻¹
Max |F| ... 2.346 eV/Å

```
! RIJCOSX wB97M-V def2-TZVPD def2/J DEFGRID3
* xyz 0 1
C 1.49044 -0.71252 2.71220
H -3.51892 -1.26345 -0.56226
H -0.60780 1.28544 1.07789
C -2.59120 -0.73604 -0.79356
H -2.93017 1.58275 -1.94232
H -3.89741 0.57527 -3.07001
C 1.49061 0.91221 0.48852
C 0.48760 0.21253 2.51844
H 1.60267 -1.17966 3.68368
C -2.29878 -0.49651 -2.30753
H -1.27871 0.02877 3.40021
C 3.71898 0.02945 -0.26196
H -1.89477 -1.47041 -0.38489
O -0.40893 0.40468 3.54683
C 2.60188 -0.71336 1.85326
H -2.29902 1.29325 -3.55255
C 2.60502 0.11240 0.74415
H 3.45797 0.61782 -1.15023
C -2.89481 0.85717 -2.75219
H -1.20791 -0.47177 -2.31337
H 3.78889 -0.92297 -0.78120
H -2.41781 0.19665 -0.27131
C 0.36820 0.86388 1.28480
H 4.61635 0.48753 0.14595
H -2.72071 -1.37470 -2.78477
H 3.30733 -1.52876 1.91978
H 1.43103 1.41036 -0.44756
*
```